Entry 1:
{
  "formula": "C3H2IO2S",
  "method": "the ωB97M-V functional and the def2-TZVPD basis",
  "species": ["C", "C", "C", "O", "O", "S", "I", "H", "H"],
  "coordinates": [[0.325, -2.685, 0.038], [-0.085, -1.698, 0.654], [-0.874, -0.757, 1.357], [1.251, 2.693, -0.211], [-0.049, 2.941, -2.264], [0.498, 2.000, -1.279], [-1.584, 0.893, 0.121], [0.921, -3.053, -0.768], [-0.402, -0.334, 2.352]],
  "forces_ev_per_a": [[-0.2, 0.8, -0.3], [-0.8, 0.0, 0.0], [1.4, 0.5, 1.8], [-0.8, -1.0, -1.0], [-0.2, -0.8, 0.5], [1.9, 2.0, 0.0], [-0.6, -0.8, 0.8], [0.3, -0.3, 0.4], [-0.9, -0.5, -2.3]],
  "lumo_energy_ev": [3.161, 3.162],
  "homo_lumo_gap_ev": [6.23, 6.23],
  "charge": -1,
  "e_above_lowest_kj_mol": 152.9
}

---

Entry 2:
{
  "formula": "C3H2InO2",
  "method": "the ωB97M-V functional and the def2-TZVPD basis",
  "species": ["O", "C", "C", "O", "C", "In", "H", "H"],
  "coordinates": [[0.682, 0.599, 0.506], [1.059, -0.643, 0.891], [0.415, -1.583, 0.183], [-0.450, -0.994, -0.725], [-0.296, 0.352, -0.724], [-1.589, 1.676, -0.050], [2.024, -0.748, 1.384], [0.651, -2.628, 0.019]],
  "forces_ev_per_a": [[-1.9, -1.9, -2.8], [1.1, 1.7, -0.7], [-0.5, -0.6, -1.7], [1.2, 2.7, 0.7], [4.3, -5.3, 2.4], [-3.3, 3.4, 1.1], [-0.5, 0.1, 0.7], [-0.4, -0.1, 0.3]],
  "lumo_energy_ev": [-11.723, -13.808],
  "homo_lumo_gap_ev": [8.47, 6.92],
  "multiplicity": 2,
  "charge": 2,
  "e_above_lowest_kj_mol": 89.3,
  "s2": 0.798
}

---

Entry 3:
{
  "formula": "C3H2KLiO",
  "method": "the ωB97M-V functional and the def2-TZVPD basis",
  "species": ["C", "H", "O", "C", "C", "Li", "K", "H"],
  "coordinates": [[0.630, 0.754, -1.181], [1.483, 1.120, -1.768], [-0.670, -0.197, 1.306], [-0.745, -0.006, -0.080], [0.401, -0.490, -0.823], [-0.392, -2.483, 1.207], [1.052, 1.161, 1.816], [-1.759, 0.142, -0.477]],
  "forces_ev_per_a": [[-0.9, 0.0, 0.2], [-0.1, 0.4, 0.6], [-1.5, -0.7, -2.5], [0.9, -0.3, 2.6], [-0.2, -2.0, -0.2], [0.3, 1.6, -0.7], [0.9, 0.7, -0.1], [0.6, 0.3, 0.0]],
  "lumo_energy_ev": [-0.617, -0.619],
  "homo_lumo_gap_ev": [4.16, 4.16],
  "e_above_lowest_kj_mol": 161.7
}

---

Entry 4:
{
  "formula": "C3H2KLiO2",
  "method": "the ωB97M-V functional and the def2-TZVPD basis",
  "species": ["O", "C", "C", "O", "C", "K", "H", "H", "Li"],
  "coordinates": [[0.177, 0.588, -0.600], [1.251, 0.359, 0.141], [-1.161, 0.497, -0.022], [2.376, 0.751, -0.323], [-1.648, -0.748, -0.173], [4.142, -1.339, 0.865], [-2.657, -0.973, 0.182], [-1.091, -1.570, -0.645], [-1.390, 2.436, 0.575]],
  "forces_ev_per_a": [[-0.2, 1.1, -0.9], [2.3, -0.4, 1.3], [0.1, -0.8, -0.1], [-1.2, -0.7, 0.0], [-0.3, 0.4, 0.2], [-1.0, 0.8, -0.4], [0.2, 0.1, -0.1], [-0.1, 0.4, 0.2], [0.2, -0.7, -0.2]],
  "lumo_energy_ev": -0.965,
  "homo_lumo_gap_ev": 4.02,
  "e_above_lowest_kj_mol": 86.3
}